No. 1
# C4H11N3O

A structure of composition C4H11N3O in a non-equilibrium geometry (ωB97M-V/def2-TZVPD, OMol25).

Calculated values
ΔE to the lowest compared entry with this formula, charge and spin ... 6.375 eV
Gap between HOMO and LUMO ... 8.6 eV
LUMO ... 0.88 eV
DFT total energy ... -398.3199 hartree

The geometry in XYZ format:
```
19
Properties=species:S:1:pos:R:3:forces:R:3
C 1.9195 -0.8653 0.1241 -0.34 1.36 -0.58
N 2.1919 -0.4474 1.4919 -0.16 -0.17 -0.13
C 0.6012 0.3866 -0.5864 1.79 -0.89 0.71
N 0.4924 0.6401 -1.8241 -0.51 0.00 -0.38
H 1.5828 -0.9096 2.1558 0.14 -0.01 0.06
H 3.1559 -0.6006 1.7660 -0.14 -0.01 0.00
H 0.1836 -0.1476 -2.3897 0.28 -0.01 0.00
H 2.6583 -0.4120 -0.5353 -0.06 0.08 0.05
H 2.0395 -1.9446 -0.0967 -0.45 -0.02 0.12
H 0.8475 1.1717 0.1239 -0.03 0.08 0.06
C -2.3511 1.5111 -0.3418 0.04 0.13 -0.19
C -2.0482 0.1073 0.0439 0.16 -0.43 0.56
O -0.6391 -1.6177 0.5186 1.55 0.21 0.04
N -0.8636 -0.3382 0.1620 -0.36 0.20 -0.40
H 0.4202 -1.5807 0.3827 -1.99 -0.33 0.03
H -2.8605 -0.5623 0.3162 -0.02 -0.06 -0.08
H -2.5168 2.1136 0.5544 -0.04 -0.03 -0.01
H -1.5490 1.9551 -0.9268 0.10 -0.06 0.05
H -3.2648 1.5407 -0.9386 0.03 -0.03 0.10
```
Forces are in eV/Å.

=====

No. 2
# C4H11N3O

The molecule C4H11N3O in a non-equilibrium geometry (ωB97M-V/def2-TZVPD, OMol25).

Calculated values
Structure (SMILES) ... NCCCNC(N)=O
ΔE to the lowest compared entry with this formula, charge and spin ... 1.687 eV
Gap between HOMO and LUMO ... 10.0 eV
LUMO ... 0.99 eV
DFT total energy ... -398.4922 hartree

The geometry in XYZ format:
```
19
Properties=species:S:1:pos:R:3:forces:R:3
C 0.2005 -0.4227 1.0041 1.08 -1.99 1.21
C 1.1326 0.7614 0.7083 1.98 -0.61 1.55
C 0.6593 1.5955 -0.4955 -0.50 -0.69 2.69
N -0.2111 2.6115 0.0464 -0.46 0.92 0.38
N 0.4422 -1.4339 -0.0332 -3.67 -0.97 -1.72
C -0.5670 -2.0299 -0.8838 -0.29 1.49 0.49
N -1.9952 -1.9862 -0.4428 2.97 0.25 0.60
O -0.2789 -2.4136 -1.9936 -0.11 -0.30 0.27
H 0.4377 -1.1069 1.8691 0.39 1.84 0.28
H -0.8371 -0.1501 1.2411 0.13 0.03 -1.11
H 2.1578 0.3850 0.4075 -0.95 -0.16 0.45
H 1.3539 1.2536 1.7099 -0.52 0.19 -1.46
H 1.5035 1.8889 -1.0496 1.04 0.98 -0.78
H 0.2239 0.7839 -1.0421 -1.18 0.29 -0.97
H 0.2236 3.4486 0.4278 0.46 -0.65 -0.11
H -1.0287 2.9578 -0.4059 -0.35 -0.44 -0.95
H 1.3964 -1.4897 -0.3634 -0.43 -0.14 -0.28
H -2.1597 -2.4246 0.4659 -0.04 0.30 -0.57
H -2.6535 -2.2287 -1.1701 0.43 -0.34 0.04
```
Forces are in eV/Å.

=====

No. 3
# C4H11N3O

A cluster of 2 separate species, C4H11N3O in total in a non-equilibrium geometry (ωB97M-V/def2-TZVPD, OMol25).

Calculated values
Structure (SMILES) ... [H]/N=C/[C@](C)(N)O.C=N
ΔE to the lowest compared entry with this formula, charge and spin ... 2.199 eV
Gap between HOMO and LUMO ... 9.8 eV
LUMO ... 0.81 eV
DFT total energy ... -398.4733 hartree

The geometry in XYZ format:
```
19
Properties=species:S:1:pos:R:3:forces:R:3
C 1.5889 1.5821 1.4454 -0.02 0.23 0.65
N 1.5832 0.4043 1.8956 -0.02 -0.13 0.05
C 0.3240 0.1470 -1.0394 -0.60 -0.78 -0.06
N 0.0215 1.3329 -1.3286 -0.14 0.50 -0.06
H 0.5266 -0.9225 1.3203 -0.64 -0.57 -0.76
H 2.4891 0.0312 2.1687 0.18 0.26 -0.12
H 0.6652 1.8117 -1.9576 0.18 -0.29 0.08
H 2.4628 2.2270 1.3740 0.22 -0.10 -0.05
H 0.6413 2.0429 1.1934 -0.09 -0.02 -0.27
H 1.1894 -0.4086 -1.4235 0.11 0.17 0.05
C -1.3461 -1.6629 -1.2372 0.19 0.17 0.47
C -0.6661 -0.7358 -0.2194 0.19 0.50 -0.68
N -1.6731 0.0515 0.4598 -0.21 -0.14 0.08
O 0.0354 -1.5245 0.6837 0.63 0.14 0.79
H -2.0541 0.7393 -0.1805 0.08 0.09 0.08
H -1.2558 0.5449 1.2417 -0.03 0.04 -0.07
H -0.6042 -2.2995 -1.7106 0.07 -0.05 -0.12
H -2.0576 -2.2811 -0.6970 -0.04 -0.07 0.03
H -1.8704 -1.0798 -1.9888 -0.06 0.06 -0.10
```
Forces are in eV/Å.

=====

No. 4
# C4H11N3O

A cluster of 2 separate species, C4H11N3O in total in a non-equilibrium geometry (ωB97M-V/def2-TZVPD, OMol25).

Calculated values
Structure (SMILES) ... C/C=N\C.NC(N)=O
ΔE to the lowest compared entry with this formula, charge and spin ... 1.087 eV
Gap between HOMO and LUMO ... 10.1 eV
LUMO ... 1.01 eV
DFT total energy ... -398.5142 hartree

The geometry in XYZ format:
```
19
Properties=species:S:1:pos:R:3:forces:R:3
C -0.0175 -1.3757 -1.1830 -0.07 -0.21 -0.37
C -2.5009 -1.4159 0.5688 -0.23 0.76 -0.53
C -1.1375 -0.8623 0.8522 1.32 -2.38 0.26
N -0.0423 -1.0586 0.2166 -1.17 0.96 0.73
H -0.9959 -0.6232 1.9060 -0.05 0.54 0.03
H -0.0187 -0.4320 -1.7414 0.10 -0.13 0.12
H -0.8656 -1.9650 -1.5441 0.05 -0.11 0.03
H 0.9129 -1.9060 -1.3916 -0.11 -0.01 -0.13
H -3.2476 -0.6561 0.7993 -0.16 -0.03 -0.10
H -2.6965 -2.2589 1.2311 0.16 -0.02 0.10
H -2.6247 -1.7452 -0.4590 -0.09 0.05 -0.02
C 1.1711 1.7032 -0.1163 -1.39 1.66 -0.33
N 1.5406 1.1113 1.0529 -0.02 -0.95 0.76
N 2.1325 2.5316 -0.6441 0.44 -0.10 -0.27
O 0.0310 1.6814 -0.6035 1.50 -0.60 0.35
H 1.8690 3.0679 -1.4538 -0.09 0.09 0.25
H 2.8489 2.9002 -0.0392 -0.02 -0.06 -0.23
H 1.1406 0.1844 1.1962 -0.35 0.24 -0.26
H 2.5006 1.1189 1.3528 0.19 0.29 -0.40
```
Forces are in eV/Å.

=====

No. 5
# C4H11N3O2

A cluster of 2 separate species, C4H11N3O2 in total in a non-equilibrium geometry (ωB97M-V/def2-TZVPD, OMol25).

Calculated values
Structure (SMILES) ... [H]/N=C(\N)NC.CC(=O)O
ΔE to the lowest compared entry with this formula, charge and spin ... 1.202 eV
Gap between HOMO and LUMO ... 9.7 eV
LUMO ... 0.66 eV
DFT total energy ... -473.7586 hartree

The geometry in XYZ format:
```
20
Properties=species:S:1:pos:R:3:forces:R:3
C -0.9764 1.6041 2.1736 -0.83 -1.17 1.64
C -0.4878 2.5584 1.1925 0.33 2.37 -2.42
O -1.0700 3.7765 1.4326 -0.53 -0.77 1.37
O 0.2272 2.4794 0.2162 -0.05 -0.96 1.06
H -0.4872 0.6397 2.3096 0.56 0.42 -0.31
H -2.0125 1.3250 1.9784 -0.13 0.28 -0.43
H -1.0557 2.1338 3.1286 0.25 -0.22 -0.04
C 0.0511 -0.2953 -0.8493 0.22 0.97 -0.91
C 0.5851 -2.6282 -1.0178 -0.38 0.13 -1.87
N 0.2179 -3.5824 -0.2737 -0.47 -0.30 0.57
N -0.3505 -1.6284 -1.3875 0.71 0.75 1.89
N 1.7850 -2.5655 -1.7043 -0.04 -0.53 0.83
H -0.7301 4.4386 0.8407 0.42 0.20 -0.74
H 0.8281 -4.3902 -0.2971 0.30 0.12 0.09
H -1.1694 -1.8367 -0.8186 -0.08 -0.47 -0.61
H 2.0636 -1.8985 -2.3964 -0.37 0.28 0.09
H 2.4998 -3.0900 -1.2428 0.47 -0.01 -0.24
H 1.1184 -0.1312 -0.6986 0.10 -0.61 -0.02
H -0.4167 -0.0432 0.0952 -0.19 -0.30 0.14
H -0.2019 0.5120 -1.5406 -0.30 -0.18 -0.04
```
Forces are in eV/Å.

=====

No. 6
# C4H11N3O2

A cluster of 2 separate species, C4H11N3O2 in total in a non-equilibrium geometry (ωB97M-V/def2-TZVPD, OMol25).

Calculated values
Structure (SMILES) ... CN=C(N)N.CC(=O)O
ΔE to the lowest compared entry with this formula, charge and spin ... 1.410 eV
Gap between HOMO and LUMO ... 8.5 eV
LUMO ... 0.55 eV
DFT total energy ... -473.7509 hartree

The geometry in XYZ format:
```
20
Properties=species:S:1:pos:R:3:forces:R:3
C 2.0558 -0.9106 -1.9379 0.09 -3.69 0.54
C 2.1910 -1.3762 -0.5142 0.67 1.33 1.36
O 3.4184 -1.8597 -0.1522 -0.29 0.17 -1.29
O 1.3530 -1.1919 0.3324 0.18 -0.31 -0.11
H 2.3004 -1.8546 -2.4621 0.16 0.32 -0.31
H 2.8779 -0.2626 -2.1934 -0.55 0.92 -0.25
H 0.9745 -0.8727 -2.1000 0.45 1.45 -0.33
C -1.5487 -0.7437 -0.0446 -1.74 -0.33 1.38
C -1.9407 1.4612 0.5899 -2.65 -0.15 0.67
N -2.4677 0.3109 0.3659 1.07 0.89 -0.24
N -0.6412 1.8657 0.6817 0.33 -0.52 -0.24
N -2.8604 2.4721 0.8943 1.31 0.02 -0.55
H 3.4542 -1.8629 0.8067 -0.21 -0.16 0.39
H -0.4310 2.8437 0.6357 0.22 -0.05 -0.03
H 0.0826 1.1858 0.5228 0.07 0.15 -0.16
H -2.4617 3.3695 1.0867 -0.59 0.21 0.43
H -3.7861 2.1957 1.1613 0.07 0.15 -0.04
H -0.7223 -0.8263 0.6671 0.07 -0.14 -0.66
H -1.2985 -0.5951 -1.0920 0.55 -0.27 -0.09
H -2.1844 -1.6433 0.0816 0.79 0.04 -0.48
```
Forces are in eV/Å.

=====

gap between HOMO and LUMO of number 6 (C4H11N3O2)? 8.5 eV

=====

gap between HOMO and LUMO of number 2 (C4H11N3O)? 10.0 eV

=====

Which value of LUMO does entry 4 give? 1.01 eV

=====

Look up the DFT total energy of the second one. -398.4922 hartree